(1)
{
  "formula": "C30H24AsBCuF18NO4",
  "method": "ωB97M-V/def2-TZVPD",
  "species": ["Cu", "C", "C", "C", "C", "C", "N", "C", "C", "C", "C", "C", "C", "C", "C", "O", "C", "F", "F", "F", "C", "F", "F", "F", "C", "C", "C", "O", "C", "F", "F", "F", "C", "F", "F", "F", "H", "H", "H", "H", "H", "H", "H", "H", "H", "H", "H", "H", "F", "As", "F", "F", "F", "F", "F", "C", "C", "C", "C", "C", "C", "C", "C", "O", "B", "O", "C", "C", "H", "H", "H", "H", "H", "H", "H", "H", "H", "H", "H", "H"],
  "positions_angstrom": [[-0.19000, -0.36160, 0.37150], [4.82140, 4.35710, -0.37680], [3.52670, 3.60760, -0.25720], [2.34090, 4.25740, 0.06710], [1.15780, 3.56580, 0.12690], [1.08600, 2.18780, -0.14530], [-0.11560, 1.53520, -0.13840], [-1.27460, 2.18710, -0.46320], [-1.29220, 3.19060, -1.44860], [-2.44450, 3.86250, -1.78440], [-3.64670, 3.55530, -1.16130], [-4.90770, 4.30680, -1.47780], [-3.66460, 2.51330, -0.24190], [-2.51450, 1.82520, 0.11360], [-2.54510, 0.65550, 1.08570], [-1.88970, -0.46120, 0.65090], [-3.97300, 0.09140, 1.30650], [-3.95580, -1.02690, 2.03220], [-4.56450, -0.23090, 0.14440], [-4.86240, 0.89310, 1.93560], [-2.06540, 1.14510, 2.49030], [-0.87360, 1.72970, 2.47610], [-2.04920, 0.17810, 3.40090], [-2.91920, 2.09450, 2.95910], [2.30410, 1.51370, -0.37600], [3.48800, 2.23720, -0.44380], [2.32120, 0.00580, -0.56600], [1.48320, -0.74660, 0.19920], [2.10160, -0.27830, -2.08390], [2.28460, -1.56490, -2.42910], [2.94600, 0.42400, -2.87590], [0.87600, 0.04710, -2.50590], [3.70170, -0.61290, -0.20640], [4.69520, -0.39310, -1.11270], [3.63200, -1.94450, -0.12710], [4.17320, -0.17790, 0.95470], [4.64200, 5.38980, -0.67290], [5.47050, 3.88530, -1.11330], [5.34270, 4.36260, 0.58100], [2.35660, 5.31970, 0.27740], [0.24730, 4.07810, 0.39960], [-0.36700, 3.43000, -1.95060], [-2.41240, 4.64240, -2.53440], [-4.67860, 5.24700, -1.97700], [-5.45870, 4.52180, -0.56450], [-5.55620, 3.72150, -2.13140], [-4.61320, 2.26360, 0.20730], [4.41890, 1.74000, -0.66100], [0.71140, -0.28230, 3.60360], [1.12730, 0.00940, 5.24570], [0.12040, 1.45520, 5.34110], [-0.21440, -0.97820, 5.84680], [2.51850, 0.99990, 4.79730], [2.17490, -1.42250, 5.27740], [1.58350, 0.30280, 6.97240], [-0.41000, -7.94790, -2.69100], [-0.87660, -7.97820, -1.22920], [-0.38930, -9.28970, -0.60680], [-2.41170, -7.96320, -1.16370], [-0.36330, -6.74070, -0.50640], [0.39660, -6.79890, 0.65890], [0.77830, -5.66370, 1.36570], [0.37600, -4.44080, 0.87220], [0.52190, -3.19090, 1.36240], [-0.10000, -2.34360, 0.47570], [-0.61960, -3.07060, -0.59280], [-0.34640, -4.36880, -0.32810], [-0.72550, -5.49480, -1.01990], [-0.76260, -8.83240, -3.22050], [0.67710, -7.92630, -2.73000], [-0.78500, -7.06820, -3.20470], [-0.80460, -10.12780, -1.16640], [-0.71670, -9.37750, 0.42630], [0.69550, -9.35840, -0.64530], [-2.82250, -8.85680, -1.63290], [-2.81470, -7.08980, -1.66770], [-2.73590, -7.93200, -0.12550], [0.70050, -7.75450, 1.05110], [1.34950, -5.73810, 2.27610], [-1.30740, -5.39000, -1.92010]],
  "forces_ev_per_angstrom": [[0.1450, -0.2295, -0.0212], [-0.0552, -0.0705, 0.1574], [0.0534, -0.0186, -0.1390], [0.1012, -0.0715, -0.0686], [0.0323, 0.0778, 0.1394], [-0.0281, 0.0095, -0.0321], [0.0073, -0.6110, 0.1095], [-0.0525, 0.0168, -0.1134], [-0.0328, -0.0442, -0.0682], [-0.0662, -0.0627, 0.1910], [-0.0913, -0.0348, 0.0568], [0.0533, -0.1246, -0.0468], [0.1336, 0.3192, -0.2401], [0.0461, -0.1110, -0.0735], [-0.3704, 0.2415, 0.5680], [-1.5882, -0.3667, 0.1910], [-0.8505, -0.2395, 0.1175], [0.2108, -0.2617, 0.1215], [0.1524, -0.0464, -0.4622], [0.0405, 0.3269, 0.0345], [-0.1770, 0.5110, 0.5246], [0.2026, -0.1680, -0.2230], [0.0463, -0.2451, -0.1233], [-0.0855, 0.1334, -0.0633], [-0.1165, -0.0355, 0.2704], [-0.1281, 0.3380, 0.0685], [0.5261, -0.0766, -0.8071], [1.5522, -0.4413, -0.0299], [0.1146, 0.0560, -0.8125], [-0.0232, -0.2747, 0.2730], [0.1031, 0.1382, 0.1730], [-0.3290, 0.0378, 0.3311], [0.8453, -0.4263, -0.0743], [-0.0915, 0.2705, -0.2414], [-0.2175, -0.2422, 0.0887], [-0.1916, 0.1976, 0.3701], [0.0731, 0.0799, -0.0358], [0.0935, 0.0435, -0.0378], [0.1678, 0.0851, 0.0454], [-0.0365, 0.1011, 0.0152], [-0.0406, 0.0359, 0.0041], [0.0834, 0.0219, -0.0205], [0.0128, 0.0893, -0.0891], [-0.0560, 0.0842, -0.0334], [-0.1316, 0.0872, 0.0428], [-0.1361, 0.0274, -0.0675], [-0.0227, -0.0246, 0.0764], [0.0633, -0.0757, -0.0400], [0.0260, 0.0041, 0.0382], [0.7173, 0.1885, 2.1919], [0.3575, -0.7016, -0.2961], [0.5378, 0.4479, -0.5418], [-0.6747, -0.4269, -0.0788], [-0.5459, 0.6233, -0.1744], [-0.2884, -0.2178, -1.0270], [-0.0847, -0.0461, 0.1947], [-0.0322, -0.1692, -0.0655], [-0.0694, 0.2673, -0.0885], [0.1986, -0.0737, -0.0462], [0.1379, -0.0973, 0.1208], [-0.1268, -0.1543, -0.2294], [-0.0013, 0.6126, 0.1165], [-0.4490, -0.6796, -0.7640], [0.3447, 0.4854, 0.8114], [0.1013, 0.8398, -0.4428], [-0.4144, 0.4951, -0.3532], [0.3478, -0.6025, 0.6009], [0.0658, 0.4942, 0.1114], [-0.0466, -0.0988, -0.0876], [0.1154, 0.0000, -0.0604], [-0.0216, 0.0913, -0.1142], [-0.0172, -0.0699, -0.0334], [0.0090, -0.0510, 0.1383], [0.1365, -0.0458, 0.0595], [-0.0746, -0.0982, -0.0763], [-0.0919, 0.0940, -0.0536], [-0.0759, -0.0074, 0.0899], [0.0229, -0.1651, 0.0587], [0.0680, 0.0255, 0.1397], [-0.1130, 0.0094, -0.1446]],
  "de_lowest_ev": 1.4177,
  "total_charge": -2,
  "e_tot_ha": -7212.39772,
  "gap_ev": 5.715
}

(2)
{
  "formula": "C30H24N2O3S",
  "method": "ωB97M-V/def2-TZVPD",
  "species": ["C", "C", "C", "C", "C", "C", "C", "N", "S", "N", "C", "C", "O", "C", "C", "C", "C", "C", "C", "C", "H", "H", "H", "H", "H", "H", "H", "H", "H", "H", "H", "H", "H", "H", "H", "H", "C", "C", "C", "C", "C", "C", "C", "O", "C", "C", "C", "C", "C", "C", "C", "O", "H", "H", "H", "H", "H", "H", "H", "H"],
  "positions_angstrom": [[-4.48490, 2.19600, 3.09679], [-3.07593, 2.07030, 2.27554], [-3.22855, 0.84643, 1.20591], [-2.99770, 1.34257, -0.32134], [-2.14586, 0.45684, -1.35117], [-1.89747, 0.93388, -2.82672], [-2.48923, 2.31047, -3.28342], [-2.41204, 3.02953, -4.53580], [-3.26664, 4.52512, -4.39487], [-3.88382, 4.49652, -2.77924], [-3.35038, 3.22357, -2.33111], [-3.56932, 2.66788, -0.88584], [-1.93363, 1.90607, 3.14282], [-1.44376, 3.15072, 3.67841], [0.16906, 3.23165, 3.49349], [0.97458, 1.98501, 2.96840], [2.52418, 2.03855, 2.83786], [3.29736, 3.35635, 3.22791], [2.47856, 4.58929, 3.69761], [0.92461, 4.54729, 3.83944], [-4.65320, 1.30186, 3.79609], [-5.34534, 2.28824, 2.33224], [-4.39768, 3.19313, 3.67886], [-2.97036, 3.05335, 1.70170], [-2.37261, 0.09102, 1.42066], [-4.19974, 0.25662, 1.34194], [-1.72817, -0.54707, -1.00641], [-1.29722, 0.30162, -3.56117], [-4.17641, 3.31570, -0.14417], [-1.85626, 4.09961, 3.19340], [-1.74518, 3.20126, 4.79554], [0.37777, 1.05369, 2.69643], [3.08843, 1.10304, 2.47611], [4.44013, 3.38812, 3.16349], [3.02356, 5.56712, 3.95242], [0.37629, 5.49285, 4.19179], [2.60307, -7.38203, -2.74448], [3.47516, -6.79926, -3.66165], [3.66631, -5.42161, -3.66280], [2.97545, -4.62019, -2.75295], [2.08393, -5.20132, -1.85092], [1.90752, -6.58612, -1.84069], [1.30788, -4.35786, -0.91381], [0.53109, -4.86517, -0.12258], [1.48294, -2.88884, -0.95814], [0.71612, -2.07647, -0.12065], [0.88332, -0.69534, -0.14599], [1.82258, -0.12134, -1.00023], [2.58437, -0.92672, -1.83991], [2.40877, -2.31208, -1.82714], [3.19897, -3.15717, -2.74998], [4.01823, -2.65538, -3.50114], [2.46133, -8.45822, -2.73813], [4.00809, -7.41996, -4.37504], [4.35111, -4.97396, -4.37649], [1.22535, -7.04564, -1.13219], [-0.01566, -2.51723, 0.55003], [0.28223, -0.06493, 0.50239], [1.95753, 0.95577, -1.01434], [3.31120, -0.47313, -2.50676]],
  "forces_ev_per_angstrom": [[1.0174, 0.6768, -0.3626], [-2.0874, -0.1256, -0.5118], [1.6945, 0.1828, -0.4877], [-0.1715, 2.0543, -3.6946], [-0.9649, 3.1275, -2.6891], [-1.6413, 0.7535, 3.5750], [-1.4161, 2.7661, -0.2169], [-1.0792, -0.1614, 3.3671], [0.6118, -2.9593, 2.2068], [3.3668, -4.9435, -1.3956], [-0.0013, -1.0539, 1.6645], [1.1723, -2.0798, 0.7509], [-0.6873, 1.0495, -0.7800], [1.4194, 0.4700, 0.7256], [2.9491, 0.1017, -0.1935], [1.6728, 3.2335, 1.0086], [-1.9412, 2.9319, 1.2909], [-4.0299, -0.4020, 0.1399], [-1.4628, -2.7382, -0.7022], [2.0349, -3.1506, -1.2317], [0.2774, 1.3895, -1.0376], [1.3474, -0.1826, 1.2707], [-0.4593, -1.7500, -0.6606], [0.0354, -1.3735, 0.6383], [-1.3784, 1.2350, -0.3151], [1.2419, 1.1191, -0.3186], [-0.6297, 1.6215, -0.6627], [-0.9739, 1.0486, 1.2385], [1.0538, -1.1271, -1.4867], [0.2359, -1.4532, 0.3178], [0.7363, -0.0605, -1.6802], [1.0498, 1.4641, 0.4794], [-0.9776, 1.7418, 0.6497], [-2.0022, 0.0164, 0.0885], [-0.9265, -1.7427, -0.4354], [0.8803, -1.7286, -0.6087], [-0.0584, 0.1889, 0.0868], [-0.0352, 0.2138, 0.0868], [0.0277, -0.2553, -0.0679], [-0.0122, -0.3909, -0.0852], [0.1481, -0.3081, -0.1959], [0.0822, -0.1850, -0.1357], [-0.6221, -0.4516, 0.6389], [0.2085, 0.1590, -0.2214], [-0.0589, 0.4009, 0.0421], [-0.0248, 0.2896, 0.0586], [0.0918, -0.2755, -0.0208], [0.0845, -0.1370, -0.0940], [-0.1259, 0.1909, 0.1272], [-0.1540, 0.3199, 0.2029], [0.7018, 0.4065, -0.6589], [-0.2582, -0.1439, 0.2323], [0.0072, 0.1257, 0.0096], [-0.0492, 0.0806, 0.0830], [-0.1262, 0.0892, 0.1872], [0.0527, 0.2270, -0.0512], [0.1706, -0.1134, -0.1324], [0.0853, -0.0395, -0.0725], [-0.0263, -0.1169, 0.0070], [-0.0759, -0.2256, 0.0325]],
  "e_tot_ha": -1890.67106,
  "gap_ev": 7.362
}

(3)
{
  "formula": "C30H24N6O8RuS",
  "method": "ωB97M-V/def2-TZVPD",
  "species": ["Ru", "N", "C", "C", "C", "C", "C", "C", "S", "O", "O", "N", "C", "N", "C", "C", "C", "N", "H", "H", "H", "H", "H", "H", "H", "H", "H", "N", "C", "C", "C", "C", "C", "C", "C", "C", "C", "C", "C", "C", "H", "H", "H", "H", "H", "H", "H", "H", "H", "H", "O", "N", "O", "O", "C", "O", "C", "C", "C", "C", "O", "C", "O", "C", "C", "H", "H", "H", "H", "H"],
  "positions_angstrom": [[0.05701, -0.07397, -0.01634], [-1.95722, -1.71022, 7.64137], [-1.11701, -1.57189, 6.55058], [-0.31166, -2.63956, 6.13942], [0.48528, -2.51874, 5.01703], [0.48975, -1.32776, 4.31409], [-0.29957, -0.25900, 4.70548], [-1.09907, -0.37572, 5.82557], [1.59255, -1.06752, 2.94855], [2.65080, -2.04563, 3.01115], [1.98288, 0.31161, 2.99386], [0.74946, -1.25413, 1.55651], [0.22272, -2.43577, 1.20422], [0.05591, -3.43642, 2.06766], [-0.54717, -4.52303, 1.59012], [-0.96558, -4.63702, 0.27518], [-0.69637, -3.56724, -0.56559], [-0.10846, -2.46879, -0.11048], [-1.75390, -2.45006, 8.28980], [-2.33317, -0.86398, 8.03078], [-0.32708, -3.55975, 6.71213], [1.10749, -3.32454, 4.65776], [-0.26053, 0.65048, 4.12100], [-1.71807, 0.45166, 6.15068], [-0.69531, -5.32267, 2.30592], [-1.45025, -5.52591, -0.09745], [-0.92011, -3.59001, -1.62466], [-0.85668, 1.05783, -1.66527], [-0.32867, 1.05441, -2.98081], [-1.17021, 0.94841, -4.08182], [-0.67579, 1.04284, -5.37171], [0.68188, 1.24176, -5.56787], [1.52923, 1.30658, -4.47818], [1.05260, 1.21390, -3.16753], [2.02359, 1.17847, -2.05939], [3.22611, 1.87536, -2.22531], [4.29087, 1.69079, -1.36828], [4.17008, 0.78379, -0.32993], [2.95482, 0.15989, -0.09917], [1.83748, 0.36804, -0.91769], [-1.87412, 0.87940, -1.59036], [-0.68190, 1.96038, -1.20645], [-2.23092, 0.80031, -3.92298], [-1.34213, 0.96713, -6.22072], [1.08403, 1.33172, -6.56823], [2.59365, 1.39165, -4.64206], [3.31900, 2.58853, -3.03453], [5.21250, 2.23594, -1.52660], [5.00982, 0.57500, 0.31924], [2.88769, -0.49872, 0.75144], [1.99351, 3.49639, 0.82999], [1.21426, 2.70565, 1.32278], [0.19564, 2.20058, 0.75907], [-3.33922, 0.74771, -0.50244], [-3.03048, 0.32974, 0.62829], [-1.87496, -0.07965, 0.95927], [-4.09566, 0.25214, 1.68894], [-5.36301, 0.73926, 1.38913], [-6.42032, 0.63469, 2.28705], [-6.15204, 0.02827, 3.49151], [-7.01437, -0.21918, 4.53875], [-6.24495, -0.88908, 5.51809], [-4.91288, -1.00489, 5.07018], [-4.88418, -0.44647, 3.80731], [-3.83488, -0.34530, 2.93164], [-5.50608, 1.19918, 0.42209], [-7.41283, 0.99424, 2.05947], [-6.66752, -1.88979, 5.70144], [-6.27260, -0.32494, 6.46261], [-2.85085, -0.71657, 3.17650]],
  "forces_ev_per_angstrom": [[0.1969, 1.1473, 0.3092], [-0.1423, -0.0574, -0.0439], [0.0986, 0.0422, -0.1302], [-0.0833, 0.0479, 0.0324], [0.0142, 0.0364, -0.0092], [0.1763, 0.0320, -0.4317], [-0.0228, 0.0517, -0.0181], [-0.0460, -0.1517, 0.0207], [0.6755, 0.6324, 0.4973], [-0.4828, -0.3377, -0.0488], [-0.3260, -0.2137, -0.0513], [-0.1971, 0.5429, -0.2180], [0.2650, -0.4039, 0.0548], [-0.3090, -0.6355, -0.1324], [0.2398, 0.5439, 0.1582], [0.0548, -0.1324, -0.3131], [0.1017, 0.2790, 0.1640], [-0.2705, 1.0932, 0.0192], [0.0076, 0.1144, 0.0689], [0.0379, -0.0668, 0.1146], [0.0157, -0.0417, -0.0377], [0.0319, -0.0812, 0.0988], [-0.0325, 0.1218, 0.0555], [-0.0272, 0.0248, -0.0472], [-0.0482, -0.1010, -0.0207], [0.0093, -0.0443, 0.0091], [-0.1601, 0.0317, 0.0106], [0.1811, -0.2854, 1.0605], [0.3943, 0.1037, -0.4708], [-0.1615, -0.0517, 0.1250], [0.0882, -0.0014, -0.0493], [-0.0807, 0.0249, -0.0676], [-0.1506, -0.0428, 0.0422], [-0.2598, -0.1002, -0.1090], [0.1096, -0.1225, 0.3347], [-0.0814, -0.1125, 0.0463], [0.1219, -0.0166, -0.0256], [-0.0375, 0.0263, -0.0785], [0.0860, -0.1253, -0.0597], [0.0586, -0.0520, 0.0266], [0.2083, 0.0436, 0.0504], [0.0768, 0.0149, 0.0211], [-0.0591, 0.0458, 0.0732], [-0.0621, -0.0089, 0.0206], [0.0063, -0.0433, -0.0423], [0.0289, 0.0006, 0.0232], [-0.0126, -0.0315, -0.0496], [0.0103, 0.0388, 0.0384], [-0.0020, 0.0310, 0.0874], [0.0375, 0.0392, -0.0788], [-1.6738, -0.3772, -1.8293], [2.1037, -0.3278, 4.1356], [-0.8901, -0.7006, -3.0937], [-0.2109, -0.0129, 0.1205], [0.3463, 0.0229, -0.5706], [0.0866, -0.4433, 0.1922], [-0.2562, 0.0404, 0.0963], [0.2390, -0.0394, -0.0962], [-0.1734, -0.1070, 0.3687], [0.2962, -0.1194, 0.0370], [0.0252, 0.2034, -0.3686], [-0.2645, -0.3310, 0.8065], [0.3041, 0.0757, -0.2314], [-0.4611, 0.1570, -0.1150], [0.0517, -0.0569, 0.0402], [-0.0009, -0.0279, -0.0324], [-0.0333, 0.0573, -0.0477], [0.0951, 0.1268, -0.1763], [0.0541, 0.0293, -0.2170], [0.0846, -0.0181, -0.0485]],
  "spin_multiplicity": 2,
  "de_lowest_ev": 0.0000,
  "total_charge": -1,
  "e_tot_ha": -2581.15161,
  "gap_ev": [6.380, 6.089]
}